Density functional theory data (ωB97M-V/def2-TZVPD) for C34H35AlN8O3P as an isolated structure.

Element x y z (Å)
Al  -0.1288  -0.2005  0.0164
N  0.8089  -1.9950  0.3673
C  0.4585  -3.2566  -0.3265
C  0.4130  -3.0851  -1.8327
C  -0.7158  -2.1743  -2.2858
N  -0.3995  -0.7507  -2.0021
H  1.8166  -1.8286  0.3666
H  0.6166  -2.1160  1.3641
H  -0.5247  -3.5585  0.0374
H  1.1636  -4.0379  -0.0417
H  0.2866  -4.0654  -2.2941
H  1.3740  -2.6982  -2.1936
H  -1.6299  -2.3979  -1.7333
H  -0.9239  -2.3085  -3.3474
H  -1.2364  -0.2029  -2.1853
H  0.3175  -0.4242  -2.6429
N  -1.0473  3.7053  -1.0323
C  -1.4209  2.4735  -0.7037
N  -0.3578  1.6925  -0.7460
C  0.6571  2.5279  -1.1054
N  0.2801  3.7655  -1.2950
C  2.0321  2.0153  -1.2170
C  3.1255  2.8243  -1.4829
N  4.3553  2.3236  -1.5286
C  4.4783  1.0187  -1.3085
C  3.3805  0.2061  -1.0574
N  2.1515  0.7024  -1.0160
H  -1.6144  4.5345  -1.1068
H  -2.4214  2.1561  -0.4602
H  2.9990  3.8860  -1.6553
H  5.4776  0.6024  -1.3253
H  3.5046  -0.8553  -0.8816
N  -1.8564  -0.5030  0.4029
P  -2.7262  -1.2164  1.4565
C  -3.4353  -0.1385  2.7383
C  -4.0716  -0.6593  3.8649
C  -4.5929  0.1887  4.8304
C  -4.4809  1.5669  4.6809
C  -3.8466  2.0933  3.5645
C  -3.3256  1.2378  2.6003
C  -1.8296  -2.4418  2.4648
C  -2.0647  -3.8129  2.4918
C  -1.2469  -4.6526  3.2442
C  -0.1971  -4.1280  3.9811
C  0.0277  -2.7540  3.9896
C  -0.7890  -1.9195  3.2442
C  -4.1511  -2.0723  0.7347
C  -3.9316  -3.1401  -0.1395
C  -4.9877  -3.7556  -0.7913
C  -6.2852  -3.3019  -0.5870
C  -6.5160  -2.2348  0.2661
C  -5.4559  -1.6231  0.9249
H  -4.1535  -1.7332  3.9939
H  -5.0836  -0.2217  5.7033
H  -4.8886  2.2281  5.4351
H  -3.7617  3.1671  3.4469
H  -2.7958  1.6245  1.7424
H  -2.8929  -4.2371  1.9405
H  -1.4387  -5.7179  3.2573
H  0.4356  -4.7849  4.5640
H  0.8321  -2.3330  4.5809
H  -0.6291  -0.8477  3.2667
H  -2.9227  -3.4929  -0.3217
H  -4.8024  -4.5869  -1.4593
H  -7.1130  -3.7801  -1.0945
H  -7.5247  -1.8746  0.4217
H  -5.6539  -0.7918  1.5894
O  -0.4272  1.4816  3.4847
C  0.7616  1.3154  4.1347
C  0.8745  1.6868  5.4732
C  2.0580  1.4994  6.1608
C  3.1558  0.9315  5.5230
C  3.0366  0.5551  4.2002
C  1.8523  0.7361  3.4793
C  1.8432  0.2309  2.0696
O  2.7882  -0.4222  1.6383
O  0.8043  0.5407  1.3506
H  -1.0927  1.7374  4.1367
H  0.0171  2.1255  5.9730
H  2.1221  1.7974  7.1995
H  4.0858  0.7824  6.0539
H  3.8647  0.0988  3.6753

## Properties
* calculated total energy: -2564.26442 hartree
* net charge: +1
* HOMO: -10.8 eV
* ΔE to the lowest compared entry with this formula, charge and spin: 4.8 kcal per mole

Löwdin atomic charge list, values in e, 4 entries: -0.079 0.082 -0.181 -0.164